# C15H17BrN2OS

One molecule with the formula C15H17BrN2OS (ωB97M-V/def2-TZVPD, OMol25).

Summary:
M, Da: 353.28
Relative energy (zero: lowest compared OMol25 entry of this formula, charge and spin), kJ/mol: 6.3
E_tot, eV: -101736.773
Highest occupied orbital energy, Ha: -0.314
HOMO-LUMO gap, eV: 9.1
2S+1: 1

Cartesian coordinates (Å):
C  3.062  2.639  -0.496
C  3.167  1.168  -0.266
C  4.417  0.577  -0.133
C  4.540  -0.791  0.018
Br  6.276  -1.560  0.190
C  3.429  -1.615  0.023
C  2.181  -1.037  -0.095
C  2.037  0.343  -0.216
N  0.734  0.860  -0.327
C  0.183  1.844  0.427
O  0.763  2.501  1.263
C  -1.290  2.061  0.080
N  -1.944  0.804  -0.235
C  -3.188  0.993  -0.955
C  -2.139  -0.007  0.962
C  -2.447  -1.419  0.598
C  -3.476  -2.205  1.007
C  -3.444  -3.503  0.444
C  -2.393  -3.682  -0.391
S  -1.415  -2.272  -0.506
H  2.671  3.130  0.396
H  4.034  3.062  -0.736
H  2.369  2.846  -1.311
H  5.302  1.195  -0.161
H  3.535  -2.684  0.122
H  1.299  -1.660  -0.089
H  0.052  0.274  -0.800
H  -1.323  2.703  -0.806
H  -1.768  2.605  0.909
H  -3.620  0.018  -1.177
H  -3.922  1.578  -0.383
H  -2.983  1.505  -1.894
H  -2.952  0.386  1.597
H  -1.212  0.029  1.546
H  -4.237  -1.874  1.692
H  -4.176  -4.262  0.654
H  -2.123  -4.553  -0.954

Löwdin population analysis, charges in e, atoms 1 to 5: C -0.035; C -0.192; C -0.087; C -0.679; Br 0.716